[1]
DFT (wB97M-V/def2-TZVPD) results for a molecular structure, C9H20N3O7S2.

Values from the calculation:
Gap between HOMO and LUMO in eV: 8.5
Lowest unoccupied orbital energy in Ha: 0.096
E in eV: -50128.6225
Charge: -1

```
41
C9H20N3O7S2 | the Open Molecules 2025 dataset | wB97M-V/def2-TZVPD
C 0.58 -1.98 2.12
C 0.99 -1.95 0.64
C 2.22 -1.06 0.38
C 2.04 0.25 -0.42
S 0.56 1.23 -0.30
O -0.48 0.57 -1.09
O 0.99 2.51 -0.83
N 0.28 1.23 1.26
S -1.20 1.59 1.76
O -1.78 2.74 1.12
O -1.16 1.60 3.21
C -2.16 0.11 1.37
C -3.42 0.21 0.53
O -4.03 1.21 0.31
N -3.87 -1.04 -0.02
C -3.65 -2.20 0.83
C -3.32 -1.22 -1.38
H 0.54 -0.97 2.54
H -0.40 -2.45 2.27
H 1.33 -2.54 2.68
H 0.15 -1.70 -0.02
H 1.28 -2.98 0.40
H 2.72 -0.86 1.33
H 2.92 -1.65 -0.22
H 2.18 0.07 -1.48
H 2.81 0.95 -0.09
H -2.38 -0.37 2.33
H -1.48 -0.56 0.84
H -4.28 -3.02 0.48
H -3.96 -1.97 1.85
H -2.60 -2.54 0.84
H -4.12 -1.11 -2.13
H -2.92 -2.23 -1.49
H -2.54 -0.49 -1.59
C 3.76 3.50 -2.81
N 4.39 2.25 -2.29
O 5.41 2.34 -1.64
O 3.79 1.23 -2.53
H 4.37 4.34 -2.50
H 3.70 3.41 -3.89
H 2.76 3.54 -2.37
```

---

[2]
DFT (wB97M-V/def2-TZVPD) results for a gas-phase ion, C9H20NO2 (charge +1) at a distorted geometry.

Values from the calculation:
Gap between HOMO and LUMO (alpha / beta) in eV: 7.7 / 7.7
Relative energy (zero: lowest compared OMol25 entry of this formula, charge and spin) in kcal/mol: 115.65
Lowest unoccupied orbital energy (alpha / beta) in Ha: -0.165 / -0.165
E in eV: -15230.1960
Charge: +1

```
32
C9H20NO2 | the Open Molecules 2025 dataset | wB97M-V/def2-TZVPD
C 1.14 -0.92 0.24
C 1.53 0.66 0.02
C -1.07 -0.42 0.37
C 2.15 -1.91 -0.27
C 1.91 0.89 -1.49
C 2.84 0.86 0.89
C -1.27 -0.40 1.83
C -3.27 -0.70 -0.72
C -2.38 1.71 -0.18
N -2.09 0.25 -0.45
O -0.17 -1.13 -0.26
O 0.43 1.33 0.21
H 1.24 -1.09 1.40
H 2.30 -2.68 0.38
H 2.98 -1.51 -0.66
H 1.80 -2.32 -1.28
H 2.86 0.50 -1.82
H 1.88 1.85 -1.88
H 1.39 0.23 -2.18
H 3.61 0.00 0.76
H 2.49 0.73 1.87
H 3.17 1.89 0.60
H -2.25 -0.45 2.15
H -0.85 0.42 2.18
H -1.00 -1.36 2.36
H -2.69 -1.71 -0.87
H -3.88 -0.56 0.14
H -3.73 -0.35 -1.76
H -3.11 1.97 -0.79
H -2.64 1.86 0.94
H -1.48 2.19 -0.32
H -1.80 0.19 -1.42
```